(1)
Entry from the Open Molecules 2025 dataset: C6H18N3O as an isolated structure (the ωB97M-V functional and the def2-TZVPD basis).

As for the energy relative to the best compared isomer or geometry (same formula, charge and spin): 58.5 kcal per mole. The value obtained for the HOMO energy is -12.84 eV. The lowest unoccupied orbital energy comes out at -0.0868 Ha. For the orbital gap, the calculation gives 0.385 Ha.

ORCA input file:
```
! wB97M-V def2-TZVPD RIJCOSX def2/J DEFGRID3
* xyz 1 1
C -2.362 -1.879 0.420
C 2.862 0.475 0.948
C -1.282 1.285 -1.442
C -0.589 1.442 0.944
C -0.230 -0.737 -0.328
C 1.414 -1.070 -0.155
N -0.969 -1.330 0.691
N 2.071 0.229 -0.380
N -0.344 0.798 -0.405
O 1.786 -1.967 -1.141
H -2.235 -2.496 -0.394
H -2.623 -2.457 1.366
H -3.158 -1.329 0.068
H 2.192 0.430 1.827
H 3.597 -0.245 1.152
H 3.323 1.494 0.662
H -2.347 0.831 -1.236
H -1.304 2.430 -1.490
H -1.047 0.770 -2.439
H 0.185 1.153 1.516
H -0.584 2.489 0.959
H -1.498 1.149 1.470
H -0.231 -1.287 -1.322
H 1.491 -1.407 0.898
H -1.008 -0.739 1.550
H 2.690 0.102 -1.189
H 0.917 0.907 -0.446
H 1.970 -2.859 -0.931
*
```

These are the Mulliken partial charges, in e, on atoms 1 to 4:
1. C -1.10
2. C -0.93
3. C -0.78
4. C -1.26


(2)
Entry from the Open Molecules 2025 dataset: a 6-piece molecular cluster, C6H18N6O12 overall (the ωB97M-V functional and the def2-TZVPD basis).

As for the energy relative to the best compared isomer or geometry (same formula, charge and spin): 20.3 kcal per mole. The value obtained for the HOMO energy is -10.70 eV. The lowest unoccupied orbital energy comes out at -0.0199 Ha. Its SMILES is C[N+](=O)[O-].C[N+](=O)[O-].C[N+](=O)[O-].C[N+](=O)[O-].C[N+](=O)[O-].C[N+](=O)[O-]. For the orbital gap, the calculation gives 0.373 Ha.

ORCA input file:
```
! wB97M-V def2-TZVPD RIJCOSX def2/J DEFGRID3
* xyz 0 1
C -0.547 0.108 -0.293
N -0.854 1.245 -1.155
O -1.571 2.149 -0.727
O -0.372 1.219 -2.256
H -0.016 -0.596 -0.934
H -1.406 -0.387 0.159
H 0.213 0.298 0.465
C 0.231 4.539 0.202
N 1.696 4.314 -0.163
O 2.559 4.937 0.419
O 1.909 3.434 -0.953
H -0.108 3.646 0.726
H -0.404 4.612 -0.681
H 0.278 5.467 0.772
C -3.117 -3.785 2.485
N -2.311 -2.807 1.729
O -2.713 -1.656 1.795
O -1.364 -3.142 1.091
H -2.823 -4.815 2.279
H -4.181 -3.568 2.394
H -2.843 -3.513 3.505
C 1.920 2.727 -4.195
N 2.258 4.069 -4.617
O 1.931 5.002 -3.853
O 2.927 4.149 -5.622
H 2.440 2.646 -3.240
H 2.295 2.101 -5.004
H 0.836 2.745 -4.083
C 0.272 -0.054 3.665
N -0.280 -0.844 4.804
O -0.267 -0.457 5.985
O -0.615 -2.028 4.526
H 1.134 0.490 4.051
H -0.524 0.587 3.289
H 0.633 -0.813 2.970
C -0.131 -4.931 -1.308
N 1.129 -4.102 -1.421
O 1.045 -2.890 -1.585
O 2.156 -4.703 -1.449
H -0.347 -5.270 -0.295
H -0.090 -5.830 -1.923
H -0.980 -4.293 -1.553
*
```

These are the Mulliken partial charges, in e, on atoms 1 to 4:
1. C -0.79
2. N 1.08
3. O -0.61
4. O -0.55


(3)
Entry from the Open Molecules 2025 dataset: C6H18NO as an isolated structure (the ωB97M-V functional and the def2-TZVPD basis).

As for the energy relative to the best compared isomer or geometry (same formula, charge and spin): 182.1 kcal per mole. The value obtained for the HOMO energy is -14.88 eV. The lowest unoccupied orbital energy comes out at -0.3362 Ha. For the orbital gap, the calculation gives 0.210 Ha.

ORCA input file:
```
! wB97M-V def2-TZVPD RIJCOSX def2/J DEFGRID3
* xyz 1 1
C -0.196 -1.201 1.896
C 0.489 0.068 1.110
C -0.486 1.058 0.364
C 0.475 2.127 -0.190
C -1.056 0.248 -0.785
C -2.199 1.066 -1.287
N 1.577 -0.334 0.283
H -0.826 -1.006 2.695
H 0.711 -1.774 2.312
H -0.701 -1.900 1.165
H 0.847 0.784 1.956
H -1.194 1.493 1.110
H 1.281 1.492 -0.543
H 0.905 2.722 0.565
H 0.158 2.839 -1.012
H -1.351 -0.683 -0.474
H -0.259 0.105 -1.490
H -2.760 0.574 -2.111
H -1.830 2.052 -1.653
H -2.924 1.300 -0.448
H 0.538 -2.758 -1.717
H 4.704 -1.804 -0.778
H 2.357 -0.601 0.795
H 4.629 -1.810 0.004
H 0.898 -1.473 -0.736
O 0.203 -2.176 -1.034
*
```

These are the Mulliken partial charges, in e, on atoms 1 to 4:
1. C -1.06
2. C -0.15
3. C 0.32
4. C -1.32


(4)
Entry from the Open Molecules 2025 dataset: a 3-piece molecular cluster, C6H18NO overall (the ωB97M-V functional and the def2-TZVPD basis).

As for the energy relative to the best compared isomer or geometry (same formula, charge and spin): 135.6 kcal per mole. The value obtained for the HOMO energy is -14.37 eV. The lowest unoccupied orbital energy comes out at -0.2932 Ha. For the orbital gap, the calculation gives 0.235 Ha.

ORCA input file:
```
! wB97M-V def2-TZVPD RIJCOSX def2/J DEFGRID3
* xyz 1 1
C -1.999 1.833 1.669
C -1.299 0.733 0.856
C -0.106 1.370 -0.005
C 0.732 0.374 -0.758
C -0.089 -0.754 -1.378
C 1.827 -0.182 0.109
N -0.674 -0.184 1.613
H -1.273 2.219 2.392
H -2.471 2.632 1.108
H -2.823 1.394 2.248
H -2.060 0.235 0.237
H 0.527 1.911 0.702
H -0.593 2.103 -0.640
H 1.144 0.960 -1.578
H -0.459 -1.478 -0.658
H 0.510 -1.315 -2.093
H -0.953 -0.350 -1.910
H 1.321 -0.323 1.108
H 2.243 -1.110 -0.249
H 2.586 0.544 0.395
H -2.204 -3.231 2.757
H -0.736 0.129 2.599
H -1.500 -3.051 2.906
H 2.977 -0.858 -4.255
H 2.774 -2.266 -3.666
O 2.598 -1.335 -3.506
*
```

These are the Mulliken partial charges, in e, on atoms 1 to 4:
1. C -1.59
2. C 0.53
3. C -1.33
4. C 0.96


(5)
Entry from the Open Molecules 2025 dataset: a 3-piece molecular cluster, C6H18NO overall (the ωB97M-V functional and the def2-TZVPD basis).

As for the energy relative to the best compared isomer or geometry (same formula, charge and spin): 156.3 kcal per mole. The value obtained for the HOMO energy is -14.27 eV. The lowest unoccupied orbital energy comes out at -0.3330 Ha. For the orbital gap, the calculation gives 0.191 Ha.

ORCA input file:
```
! wB97M-V def2-TZVPD RIJCOSX def2/J DEFGRID3
* xyz 1 1
C -0.496 -1.695 -2.671
C -0.202 -1.153 -1.243
C -0.296 0.327 -1.037
C 0.024 0.842 0.390
C -0.551 -0.061 1.447
C 1.506 1.151 0.521
N 1.158 -1.462 -0.906
H 0.059 -1.163 -3.453
H -1.546 -1.683 -2.982
H -0.319 -2.772 -2.639
H -0.864 -1.684 -0.511
H 0.376 0.817 -1.790
H -1.309 0.642 -1.273
H -0.557 1.766 0.477
H 0.018 -0.989 1.596
H -0.689 0.397 2.424
H -1.588 -0.271 1.130
H 2.028 0.232 0.842
H 1.844 1.945 1.187
H 1.919 1.504 -0.420
H 3.050 -5.166 -2.333
H 1.226 -2.496 -0.843
H 2.657 -5.126 -1.706
H -1.161 3.074 4.045
H -1.578 3.492 2.700
O -1.361 2.687 3.190
*
```

These are the Mulliken partial charges, in e, on atoms 1 to 4:
1. C -1.26
2. C 0.46
3. C -1.27
4. C 0.93


(6)
Entry from the Open Molecules 2025 dataset: a 4-piece molecular cluster, C6H18NO4 overall (the ωB97M-V functional and the def2-TZVPD basis).

As for the energy relative to the best compared isomer or geometry (same formula, charge and spin): 10.7 kcal per mole. The value obtained for the HOMO energy is -12.47 eV. The lowest unoccupied orbital energy comes out at -0.1180 Ha. For the orbital gap, the calculation gives 0.340 Ha.

ORCA input file:
```
! wB97M-V def2-TZVPD RIJCOSX def2/J DEFGRID3
* xyz 1 1
O -3.651 1.078 0.142
C -2.904 1.258 -0.777
C -1.526 0.545 -0.719
C -0.670 1.278 0.300
C 0.692 0.621 0.593
C 1.083 -0.351 -0.209
C 1.592 1.287 1.591
N -1.728 -0.865 -0.167
H -3.156 1.721 -1.747
H -1.163 0.595 -1.740
H -1.237 1.377 1.237
H -0.280 2.228 -0.094
H 2.000 -0.933 -0.191
H 0.559 -0.602 -1.122
H 2.343 0.535 1.859
H 1.093 1.529 2.539
H 2.005 2.183 1.144
H -0.788 -1.296 -0.237
H -2.488 -1.269 -0.704
H -1.977 -0.809 0.822
H 2.194 0.896 -2.269
H 1.912 2.319 -1.964
O 1.458 1.479 -2.049
H 0.784 -2.886 -1.596
H 1.402 -3.440 -0.364
O 0.637 -2.955 -0.653
H 0.713 -1.231 2.558
H 0.913 -2.431 1.770
O 0.189 -1.858 2.048
*
```

These are the Mulliken partial charges, in e, on atoms 1 to 4:
1. O -0.42
2. C -0.14
3. C 0.01
4. C -1.16